Here is an isolated molecule of C2H3N3O from the OMol25 dataset. Energies are from ωB97M-V/def2-TZVPD.

Each line ends with the natural charge from an NBO analysis.
Cartesian coordinates (Å):
N -2.030 0.066 -0.150  -0.8249
C -0.658 -0.045 0.172  0.6263
N 0.038 1.006 0.087  -0.5449
C 1.412 0.648 -0.097  0.1502
N 1.518 -0.562 -0.009  -0.1216
O 0.235 -1.073 -0.026  -0.3160
H -2.751 -0.813 0.364  0.3790
H -2.633 0.877 -0.153  0.4285
H 2.299 1.329 0.038  0.2233

Forces on the atoms, in the same order (eV/Å):
-2.54 -6.77 2.75
0.82 1.92 -2.80
1.92 4.36 0.20
-2.36 5.17 2.09
0.80 -5.39 -0.76
-1.87 -2.62 0.95
3.22 3.43 -2.13
1.38 0.60 0.33
-1.38 -0.70 -0.62

- Relative energy (zero: lowest compared OMol25 entry of this formula, charge and spin): 3.454 eV
- Net charge: 0
- SMILES: Nc1ncno1


Here is a 2-piece molecular cluster, C36H39O3 overall from the OMol25 dataset. Energies are from ωB97M-V/def2-TZVPD.

Each line ends with the Löwdin charge.
Cartesian coordinates (Å):
C 6.621 -1.345 1.938  -0.0660
O 6.244 -0.193 2.724  -0.0914
C 4.984 0.300 2.617  -0.2628
C 4.645 1.372 3.484  0.0119
C 3.351 1.816 3.557  0.0089
C 2.303 1.211 2.812  -0.2001
C 0.953 1.601 3.031  0.0787
C -0.149 0.746 2.818  -0.1824
C -1.470 1.280 2.669  0.0394
C -2.583 0.495 2.558  -0.0617
C -4.006 1.096 2.455  -0.5400
C -4.750 0.560 1.226  -0.0557
C -3.955 2.621 2.365  -0.0724
C -4.801 0.699 3.704  -0.0455
C -2.421 -0.975 2.601  -0.2686
O -3.425 -1.727 2.565  -0.0119
C -1.063 -1.538 2.721  -0.0664
C -0.866 -3.072 2.793  -0.5448
C -1.582 -3.606 4.039  -0.0505
C 0.616 -3.455 2.863  -0.0737
C -1.488 -3.750 1.568  -0.0550
C -0.010 -0.678 2.825  0.0135
C 2.695 0.225 1.853  -0.0339
C 3.999 -0.217 1.738  -0.0209
H 7.653 -1.527 2.232  0.0868
H 5.996 -2.213 2.185  0.0950
H 6.563 -1.120 0.866  0.0900
H 5.434 1.804 4.096  0.1195
H 3.092 2.627 4.233  0.1019
H 0.753 2.610 3.387  0.1086
H -1.561 2.366 2.638  0.1134
H -4.839 -0.527 1.292  0.0706
H -5.754 0.998 1.179  0.0808
H -4.213 0.818 0.307  0.0852
H -3.472 3.052 3.250  0.0672
H -3.409 2.945 1.469  0.0915
H -4.966 3.046 2.309  0.0878
H -4.305 1.072 4.608  0.0916
H -5.817 1.111 3.658  0.0830
H -4.860 -0.392 3.761  0.0738
H -2.648 -3.372 3.964  0.0760
H -1.457 -4.692 4.112  0.0811
H -1.182 -3.136 4.945  0.0907
H 1.167 -3.078 1.992  0.0827
H 1.088 -3.073 3.775  0.0864
H 0.727 -4.547 2.872  0.0827
H -1.017 -3.390 0.647  0.0867
H -1.355 -4.836 1.638  0.0806
H -2.556 -3.521 1.532  0.0732
H 0.988 -1.081 2.971  0.0923
H 1.935 -0.173 1.183  0.1175
H 4.267 -0.975 0.998  0.1012
C 4.664 4.511 6.227  -0.1540
C 3.618 4.128 7.080  -0.1180
C 2.300 4.287 6.680  -0.0376
C 1.989 4.780 5.370  -0.2594
C 0.678 4.801 4.830  -0.0867
C -0.490 4.607 5.638  -0.4216
C -1.831 5.029 5.091  -0.1490
C -2.963 4.652 5.831  -0.0367
C -4.243 4.983 5.396  -0.1029
C -4.415 5.712 4.210  -0.1254
C -3.292 6.119 3.481  -0.1080
C -2.006 5.793 3.925  -0.0454
O -0.473 4.104 6.785  -0.0625
C 3.067 5.267 4.573  -0.0910
C 4.378 5.110 4.991  -0.1445
H 5.699 4.377 6.539  0.0757
H 3.836 3.740 8.077  0.0904
H 1.477 4.035 7.348  0.0860
H 0.560 5.087 3.783  0.0736
H -2.821 4.138 6.781  0.1091
H -5.104 4.678 5.990  0.0937
H -5.418 5.949 3.853  0.0909
H -3.415 6.699 2.566  0.0924
H -1.131 6.177 3.399  0.0979
H 2.818 5.778 3.639  0.0996
H 5.184 5.489 4.363  0.0871

Forces on the atoms, in the same order (eV/Å):
-0.32 0.77 0.42
0.20 -0.33 -0.47
-1.02 0.09 0.06
0.77 -0.83 -0.57
-0.89 0.02 -0.08
2.05 -0.75 -0.35
-2.31 -1.18 -0.63
1.51 1.25 0.33
-0.98 -0.01 0.26
0.31 0.64 -0.02
0.19 -0.07 -0.07
0.08 -0.22 -0.11
0.12 0.12 0.08
0.12 -0.20 0.23
-1.17 -0.75 -0.03
1.12 0.77 0.04
0.78 0.12 0.00
-0.13 0.30 0.07
-0.14 0.12 0.14
0.06 0.02 0.04
-0.15 0.12 -0.15
-0.27 -1.00 -0.22
-0.69 0.74 0.51
0.90 0.06 0.52
-0.08 -0.11 -0.14
0.08 0.20 -0.07
0.02 -0.10 0.19
-0.22 -0.04 -0.05
0.11 -0.08 -0.01
0.01 0.09 -0.12
0.03 -0.25 0.11
-0.04 0.19 -0.11
0.14 0.00 0.00
-0.07 0.00 0.02
-0.08 0.04 -0.16
-0.06 0.00 0.15
0.16 -0.21 0.02
-0.13 0.00 -0.09
0.13 0.00 0.01
-0.09 0.21 0.08
0.19 -0.12 0.12
0.01 0.10 0.03
-0.04 -0.12 -0.07
-0.04 -0.02 0.14
-0.02 -0.02 -0.15
-0.15 0.17 0.00
-0.03 -0.09 0.04
0.02 0.12 -0.04
0.20 -0.11 -0.09
-0.24 0.11 0.07
0.18 0.08 0.09
-0.18 0.26 0.27
0.22 -0.04 0.03
0.15 0.45 -0.50
0.03 0.02 -0.20
0.68 -0.19 0.14
-1.72 0.19 0.44
1.37 -0.13 -0.60
-0.44 -0.04 -0.14
-0.14 0.23 -0.15
0.15 0.24 -0.31
0.21 -0.16 0.04
-0.02 -0.15 0.26
-0.28 -0.05 0.25
-0.46 0.22 0.05
-0.20 -0.30 0.44
-0.08 0.01 0.27
-0.17 0.05 -0.06
-0.02 0.04 -0.27
0.30 -0.05 -0.38
0.08 0.17 0.35
0.13 0.00 -0.37
0.10 0.08 -0.17
0.25 -0.01 0.10
0.00 -0.11 0.22
-0.28 -0.21 0.07
0.19 -0.25 0.17
-0.04 -0.13 0.12

- Relative energy (zero: lowest compared OMol25 entry of this formula, charge and spin): 0.449 eV
- Net charge: -1


Here is an isolated molecule of C2H4N4 from the OMol25 dataset. Energies are from ωB97M-V/def2-TZVPD.

Each line ends with the natural charge from an NBO analysis.
Cartesian coordinates (Å):
C 1.789 -0.375 -0.035  -0.4493
N 0.450 -0.832 -0.165  -0.5318
C -0.543 0.485 0.065  0.1886
N -1.797 0.300 -0.016  -0.1991
N -3.225 0.598 0.061  0.0793
N -2.778 -0.574 -0.041  0.1630
H 2.110 -0.275 -1.023  0.1840
H 1.814 0.444 0.654  0.1794
H 2.397 -1.310 0.357  0.1849
H -0.218 1.539 0.143  0.2011

Forces on the atoms, in the same order (eV/Å):
0.52 -2.88 1.49
-6.28 5.12 1.34
6.10 -4.83 -1.06
-0.13 0.59 -0.35
0.08 -1.41 0.04
-1.87 0.42 0.09
1.41 1.11 -1.43
1.06 0.63 0.06
-0.92 1.95 -0.30
0.04 -0.69 0.14

- Relative energy (zero: lowest compared OMol25 entry of this formula, charge and spin): 8.920 eV
- Net charge: 0
- SMILES: C/N=C/N1N=N1


Here is C13H15CrN4S2 as an isolated structure from the OMol25 dataset. Energies are from ωB97M-V/def2-TZVPD.

Each line ends with the natural charge from an NBO analysis.
Cartesian coordinates (Å):
C -3.283 2.206 0.179  -0.4133
C -2.389 3.188 -0.011  -0.4014
H -3.724 1.962 1.172  0.2170
H -3.711 1.667 -0.720  0.1938
H -2.223 3.636 -1.010  0.2103
H -1.777 3.538 0.839  0.1996
Cr 0.747 -0.675 -0.498  1.2615
C -0.395 -1.521 -2.387  -0.3165
C -0.619 -0.199 -2.884  -0.1122
C 1.677 -0.395 -2.547  -0.3605
C 1.046 -1.709 -2.263  -0.3164
H -1.564 0.191 -3.265  0.2694
H 0.746 1.412 -3.560  0.2726
H 2.764 -0.200 -2.632  0.2863
C 0.625 0.465 -3.022  -0.1469
H 1.594 -2.630 -1.957  0.2835
H -1.151 -2.308 -2.410  0.2814
N -2.326 -1.991 0.218  -0.8256
C -1.258 -2.169 1.086  0.2724
N -0.251 -1.280 1.052  -0.6062
C 0.522 -1.284 2.218  0.0767
C 0.123 -2.287 3.073  -0.3429
S -1.108 -3.330 2.320  0.5590
C 1.580 -0.344 2.145  0.0901
C 2.721 -0.057 2.856  -0.3550
S 3.697 1.124 2.011  0.5224
C 2.410 1.349 0.872  0.3150
N 1.510 0.360 0.930  -0.6551
N 2.207 2.406 0.065  -0.7525
H -2.931 -2.811 0.055  0.4220
H -2.895 -1.105 0.341  0.4418
H 0.533 -2.455 4.061  0.2792
H 2.990 -0.557 3.773  0.2821
H 2.869 3.168 0.074  0.4365
H 1.243 2.637 -0.173  0.4318

Forces on the atoms, in the same order (eV/Å):
-0.52 -0.23 -0.84
0.20 -0.50 0.23
0.88 -0.14 -0.74
0.06 0.99 1.17
0.23 -0.60 0.66
-0.79 0.40 -0.49
-2.10 1.64 -1.98
1.16 -0.04 -0.70
-0.02 -1.27 0.43
-0.73 -0.34 -1.04
-0.08 0.40 -0.17
0.22 -0.11 0.47
0.08 -0.22 0.70
-0.91 -0.18 0.15
1.81 -0.53 0.75
-0.55 0.68 -0.66
0.39 0.35 0.47
-0.58 -0.16 0.20
-0.29 1.04 -0.93
-1.37 -0.98 0.60
-2.11 -2.77 0.69
0.70 0.40 -0.76
0.40 1.27 1.23
2.70 1.35 0.20
-1.48 -0.71 -0.89
-0.55 0.28 0.54
-0.23 -0.10 0.01
0.76 1.52 0.63
0.31 -0.36 0.17
0.42 0.70 0.35
1.26 -1.37 -0.18
-0.09 -0.45 -0.22
0.43 0.23 -0.01
-0.05 -0.01 -0.06
0.47 -0.18 -0.01

- Net charge: +2
- 2S+1: 4
- Calculated total energy: -2563.5934 a.u.